{"formula": "C4H15CuNO7S", "method": "the ωB97M-V functional and the def2-TZVPD basis", "lumo_ev": 2.5, "homo_ev": -3.26, "total_charge": -1, "e_tot_ev": -75689.6532, "multiplicity": 1, "relative_energy_kj_mol": 0.0, "gap_ev": 5.74, "symbols": ["Cu", "S", "O", "O", "O", "O", "C", "C", "C", "O", "C", "N", "H", "H", "H", "H", "H", "H", "H", "H", "H", "H", "H", "O", "H", "H", "O", "H", "H"], "coordinates": [[-0.064, -0.558, -0.945], [1.886, -1.904, -2.469], [2.914, -2.338, -1.516], [0.539, -2.459, -2.159], [1.755, -0.430, -2.340], [2.136, -2.322, -3.869], [1.721, 1.595, 0.688], [1.114, 0.514, 1.572], [-0.369, 0.723, 1.856], [-1.136, 1.177, 0.774], [-2.461, 1.432, 1.091], [1.293, -0.789, 0.953], [2.804, 1.479, 0.741], [1.587, 2.583, 1.132], [1.263, 1.472, -0.293], [1.588, 0.496, 2.563], [-0.395, 1.519, 2.620], [-0.815, -0.099, 2.430], [-2.955, 0.544, 1.512], [-3.094, 1.671, 0.238], [-2.537, 2.197, 1.874], [1.078, -1.496, 1.656], [2.253, -1.101, 0.799], [-1.146, 0.784, -2.560], [-2.029, 1.063, -2.818], [-0.642, 0.741, -3.384], [-2.011, -1.790, 0.041], [-2.876, -2.162, -0.160], [-1.400, -2.540, -0.023]]}

{"formula": "C4H15N2O", "method": "the ωB97M-V functional and the def2-TZVPD basis", "lumo_ev": -3.1, "homo_ev": -14.39, "total_charge": 1, "e_tot_ev": -9412.6581, "multiplicity": 1, "relative_energy_kj_mol": 96.9, "gap_ev": 11.33, "symbols": ["C", "C", "N", "H", "H", "H", "H", "H", "H", "H", "C", "O", "C", "N", "H", "H", "H", "H", "H", "H", "H", "H"], "coordinates": [[2.159, -1.526, -0.073], [1.024, -2.328, -0.696], [0.257, -1.518, -1.672], [1.803, -0.565, 0.309], [2.617, -2.065, 0.753], [2.954, -1.330, -0.793], [1.441, -3.229, -1.147], [0.340, -2.673, 0.088], [0.897, -0.864, -2.100], [-0.099, -2.111, -2.405], [-1.356, 2.263, 1.250], [-1.415, 3.635, 0.978], [-0.829, 1.548, 0.016], [-1.001, 0.066, 0.246], [-2.350, 1.877, 1.506], [-0.668, 2.061, 2.080], [-1.578, 4.096, 1.806], [-1.393, 1.766, -0.888], [0.226, 1.768, -0.117], [-1.986, -0.186, 0.307], [-0.498, -0.177, 1.096], [-0.545, -0.509, -0.546]]}

{"formula": "C4H15N2O", "method": "the ωB97M-V functional and the def2-TZVPD basis", "lumo_ev": -3.2, "homo_ev": -12.89, "total_charge": 1, "e_tot_ev": -9412.5929, "multiplicity": 1, "relative_energy_kj_mol": 103.2, "gap_ev": 9.72, "symbols": ["C", "C", "C", "C", "N", "N", "H", "H", "H", "H", "H", "H", "H", "H", "H", "H", "H", "H", "H", "H", "H", "O"], "coordinates": [[0.603, -1.288, -0.033], [0.688, -0.259, 1.089], [0.225, 1.173, 0.768], [0.997, 1.885, -0.360], [2.414, 1.677, -0.269], [-0.629, -1.029, -0.917], [1.477, -1.337, -0.680], [0.357, -2.247, 0.456], [1.791, -0.132, 1.213], [0.299, -0.573, 2.046], [-0.839, 1.259, 0.580], [0.438, 1.719, 1.681], [0.506, 2.870, -0.233], [0.694, 1.562, -1.383], [2.760, 2.001, 0.628], [2.965, 2.214, -0.928], [-0.728, -0.082, -1.277], [-1.472, -1.135, -0.313], [-0.608, -1.759, -1.622], [-3.621, -2.579, 0.409], [-4.138, -1.668, -0.677], [-3.424, -1.746, -0.034]]}

{"formula": "C4H15N2O", "method": "the ωB97M-V functional and the def2-TZVPD basis", "lumo_ev": -8.2, "homo_ev": -12.46, "total_charge": 1, "e_tot_ev": -9407.4757, "multiplicity": 1, "relative_energy_kj_mol": 596.9, "gap_ev": 4.26, "symbols": ["C", "C", "C", "C", "N", "N", "H", "H", "H", "H", "H", "H", "H", "H", "H", "H", "H", "H", "H", "H", "H", "O"], "coordinates": [[-2.356, 0.732, -1.141], [-2.050, 0.153, 0.281], [-0.949, -0.850, 0.316], [0.327, -0.233, -0.084], [4.339, -0.882, 0.074], [-3.324, -0.325, 0.797], [-1.519, 1.275, -1.576], [-3.327, 1.394, -1.040], [-2.818, -0.067, -1.795], [-1.715, 0.982, 0.857], [-1.084, -1.510, -0.595], [-1.050, -1.431, 1.284], [1.127, -0.407, 0.668], [0.509, -0.426, -1.176], [5.204, -1.357, 0.145], [3.841, -0.704, 0.886], [4.510, 0.053, -0.396], [-3.483, -0.242, 1.789], [-3.724, -1.122, 0.309], [2.728, 2.401, 0.299], [1.980, 1.111, -0.087], [2.833, 1.454, 0.186]]}

{"formula": "C4H15N2O", "method": "the ωB97M-V functional and the def2-TZVPD basis", "lumo_ev": -3.0, "homo_ev": -13.60, "total_charge": 1, "e_tot_ev": -9412.3231, "multiplicity": 1, "relative_energy_kj_mol": 129.2, "gap_ev": 10.65, "symbols": ["C", "C", "C", "C", "N", "N", "H", "H", "H", "H", "H", "H", "H", "H", "H", "H", "H", "H", "H", "H", "H", "O"], "coordinates": [[-0.915, -1.869, -0.840], [-1.004, -0.542, -1.604], [0.084, 0.542, -1.357], [0.582, 2.306, 0.278], [0.129, 0.869, 0.142], [-0.831, -1.655, 0.604], [-0.056, -2.435, -1.185], [-1.826, -2.447, -1.146], [-0.887, -0.913, -2.637], [-2.008, -0.071, -1.452], [0.022, 1.511, -1.840], [1.052, 0.255, -1.778], [0.132, 2.932, -0.525], [1.653, 2.218, 0.199], [0.584, 2.729, 1.286], [-0.802, 0.637, 0.517], [0.799, 0.270, 0.703], [-1.517, -2.209, 1.116], [0.093, -1.963, 0.906], [2.230, 0.380, 2.796], [0.871, -0.206, 3.208], [1.616, -0.340, 2.611]]}

{"formula": "C4H15N2O", "method": "the ωB97M-V functional and the def2-TZVPD basis", "lumo_ev": [-13.7, -13.8], "homo_ev": [-18.58, -18.57], "total_charge": 2, "e_tot_ev": -9393.0638, "multiplicity": 2, "relative_energy_kj_mol": 756.6, "gap_ev": [4.83, 4.82], "symbols": ["C", "N", "C", "N", "C", "C", "H", "H", "H", "H", "H", "H", "H", "H", "H", "H", "H", "H", "H", "H", "H", "O"], "coordinates": [[-2.143, 0.500, 0.868], [-1.288, 1.300, 0.059], [-2.595, -0.698, -0.012], [2.879, -0.300, 0.039], [3.412, 0.631, 0.988], [-1.589, -1.607, -0.708], [-3.015, 1.056, 1.240], [-1.699, 0.053, 1.784], [-1.153, 2.265, 0.371], [-0.537, 0.937, -0.569], [-3.160, -1.284, 0.730], [2.193, 0.056, -0.667], [3.597, -0.908, -0.368], [3.152, 1.652, 0.698], [4.500, 0.586, 1.115], [2.914, 0.371, 1.952], [-2.171, -2.316, -1.298], [-1.005, -2.179, 0.008], [-0.825, -1.087, -1.339], [1.230, 0.787, -2.481], [-3.369, -0.372, -0.714], [0.670, 0.559, -1.696]]}

{"formula": "C4H15N2O", "method": "the ωB97M-V functional and the def2-TZVPD basis", "lumo_ev": [-6.9, -12.5], "homo_ev": [-18.77, -18.76], "total_charge": 2, "e_tot_ev": -9398.4429, "multiplicity": 2, "relative_energy_kj_mol": 237.6, "gap_ev": [11.90, 6.30], "symbols": ["C", "C", "C", "C", "N", "N", "H", "H", "H", "H", "H", "H", "H", "H", "H", "H", "H", "H", "H", "H", "H", "O"], "coordinates": [[0.102, -1.479, -0.082], [0.581, -0.147, 0.516], [0.104, 1.180, -0.133], [0.884, 1.372, -1.530], [2.204, 0.569, -1.487], [-1.448, -1.483, -0.021], [0.443, -1.463, -1.141], [0.431, -2.480, 0.294], [1.792, -0.319, 0.640], [0.133, -0.041, 1.548], [-0.864, 1.031, -0.470], [0.072, 2.012, 0.647], [0.970, 2.407, -1.735], [0.208, 0.939, -2.354], [2.970, 0.978, -1.094], [2.451, 0.239, -2.445], [-2.075, -0.865, -0.707], [-1.874, -1.136, 0.850], [-1.724, -2.356, -0.249], [-1.208, 0.067, 3.405], [-2.314, 0.888, 2.836], [-1.838, 0.089, 2.711]]}

{"formula": "C4H15N2O2", "method": "the ωB97M-V functional and the def2-TZVPD basis", "lumo_ev": [-7.3, -13.5], "homo_ev": [-18.26, -18.25], "total_charge": 2, "e_tot_ev": -11445.0699, "multiplicity": 2, "relative_energy_kj_mol": 361.4, "gap_ev": [10.94, 4.79], "symbols": ["N", "C", "C", "C", "O", "C", "N", "H", "H", "H", "H", "H", "H", "H", "H", "H", "H", "H", "H", "H", "H", "H", "O"], "coordinates": [[1.810, -0.073, 0.713], [0.547, 0.663, 0.164], [-0.630, 0.584, 1.279], [-1.287, 2.049, 1.217], [0.235, 0.717, 2.393], [0.012, -0.200, -0.929], [0.816, -0.081, -2.212], [2.467, 0.016, -0.102], [2.148, 0.408, 1.519], [1.560, -1.071, 0.886], [0.784, 1.683, -0.153], [-1.147, -0.360, 1.214], [-0.761, 2.717, 0.532], [-2.306, 1.891, 0.900], [-1.311, 2.541, 2.190], [-0.118, 0.342, 3.206], [-1.010, 0.056, -1.258], [0.110, -1.298, -0.711], [0.391, 0.581, -2.910], [0.691, -0.907, -2.821], [-2.072, -2.571, -2.497], [-1.586, -3.197, -1.357], [-1.228, -2.999, -2.236]]}

{"formula": "C4H15N2O5", "method": "the ωB97M-V functional and the def2-TZVPD basis", "lumo_ev": 3.4, "homo_ev": -4.96, "total_charge": -1, "e_tot_ev": -17609.3776, "multiplicity": 1, "relative_energy_kj_mol": 307.3, "gap_ev": 8.37, "symbols": ["O", "C", "N", "C", "O", "C", "N", "C", "H", "H", "H", "H", "H", "H", "H", "H", "H", "H", "H", "O", "H", "H", "O", "H", "H", "O"], "coordinates": [[0.632, 2.066, -2.053], [0.074, 1.252, -1.332], [0.714, 0.474, -0.456], [2.214, 0.625, -0.030], [2.460, -0.183, 1.064], [-1.415, 1.246, -1.222], [-1.998, 0.032, -1.725], [-1.886, -1.127, -0.825], [0.154, -0.195, 0.192], [2.811, 0.257, -0.778], [2.393, 1.691, 0.147], [-1.792, 1.316, -0.154], [-1.879, 2.078, -1.781], [-2.995, 0.280, -1.904], [-2.813, -1.770, -0.803], [-1.077, -1.785, -1.459], [-1.583, -0.872, 0.155], [0.366, -1.981, 2.076], [1.285, -0.736, 1.882], [0.355, -0.976, 2.291], [0.212, 1.476, 2.507], [-1.025, 0.833, 2.802], [-0.678, 1.687, 2.927], [1.951, -1.955, -1.326], [1.866, -1.494, 0.244], [1.652, -2.239, -0.441]]}

{"formula": "C4H15N3O", "method": "the ωB97M-V functional and the def2-TZVPD basis", "smiles": "C[C@H](CN)NCN.O", "lumo_ev": 0.9, "homo_ev": -8.63, "e_tot_ev": -10906.3384, "multiplicity": 1, "relative_energy_kj_mol": 308.9, "gap_ev": 9.49, "symbols": ["C", "C", "C", "N", "N", "C", "N", "H", "H", "H", "H", "H", "H", "H", "H", "H", "H", "H", "H", "H", "O", "H", "H"], "coordinates": [[-2.286, -0.072, 0.654], [-0.738, -0.241, 0.427], [0.023, 0.649, 1.325], [1.298, 0.087, 1.819], [-0.520, 0.298, -0.927], [-0.198, -0.910, -1.812], [1.257, -1.559, -1.454], [-2.873, 0.150, 1.614], [-2.533, 0.750, -0.027], [-2.854, -0.904, 0.415], [-0.593, -1.351, 0.577], [-0.662, 0.634, 2.242], [-0.009, 1.714, 1.154], [2.121, 0.551, 1.352], [1.464, -0.973, 1.444], [-1.217, 0.970, -1.358], [-0.167, -0.556, -2.859], [-0.913, -1.784, -1.562], [1.864, -0.940, -0.935], [1.019, -2.275, -0.779], [2.070, 2.067, -0.087], [1.533, 1.609, -0.724], [2.914, 2.083, -0.499]]}

{"formula": "C4H15N3O", "method": "the ωB97M-V functional and the def2-TZVPD basis", "lumo_ev": [-12.2, -15.6], "homo_ev": [-22.38, -22.38], "total_charge": 3, "e_tot_ev": -10876.4467, "multiplicity": 2, "relative_energy_kj_mol": 134.4, "gap_ev": [10.15, 6.74], "symbols": ["C", "C", "C", "C", "N", "N", "N", "H", "H", "H", "H", "H", "H", "H", "H", "H", "H", "H", "H", "H", "H", "H", "O"], "coordinates": [[0.205, 1.882, -1.041], [0.083, 0.331, -1.218], [-0.709, -0.417, -0.216], [-2.110, -0.304, 0.023], [-2.793, -1.084, 0.820], [-0.082, -1.605, 0.434], [0.882, 2.407, 0.204], [0.863, 2.168, -1.861], [-0.753, 2.331, -1.198], [-0.445, 0.414, -2.191], [0.967, -0.189, -1.598], [-2.738, 0.368, -0.552], [-3.809, -1.149, 0.717], [-2.436, -1.546, 1.654], [0.137, -1.512, 1.439], [0.869, -1.706, 0.028], [-0.601, -2.488, 0.310], [1.861, 2.100, 0.171], [0.822, 3.414, 0.416], [0.512, 1.985, 1.064], [3.137, -1.494, 1.569], [3.435, -1.965, 0.195], [2.704, -1.940, 0.830]]}